19
Properties=species:S:1:pos:R:3 method="wB97M-V/def2-TZVPD" homo_lumo_gap_ev="2.91 / 9.82" fmax_ev_per_a=3.02 charge=-1 relative_energy_ev=0.721 spin_multiplicity=2
C -2.817 0.154 0.898
N -2.761 -0.368 -0.493
C -1.805 0.493 -1.328
H -3.228 1.160 0.869
H -1.828 0.220 1.399
H -3.417 -0.574 1.445
H -2.314 -1.275 -0.382
H -1.654 1.400 -0.748
H -0.932 -0.035 -1.696
H -2.486 0.758 -2.150
N 3.662 -0.072 0.217
C 2.316 0.125 0.774
N 1.328 -0.384 -0.184
H 3.537 -0.873 -0.396
H 4.216 -0.337 1.026
H 2.146 1.168 1.068
H 2.137 -0.455 1.695
H 1.576 0.097 -1.055
H 0.370 -0.112 0.013